No. 1
A structure of composition C39H54BeN5O5. Source: the OMol25 dataset; level of theory: ωB97M-V/def2-TZVPD.

Geometry as ORCA input:
```
! RIJCOSX wB97M-V def2-TZVPD def2/J DEFGRID3
* xyz 1 1
Be 3.99 -1.54 -0.38
C -0.77 -0.82 0.16
C 0.38 -0.85 -0.83
O 1.65 -1.10 -0.39
H -0.73 -1.74 0.75
H -1.77 -0.81 -0.27
H -0.77 -0.14 1.02
H 0.31 0.02 -1.52
H 0.13 -1.67 -1.53
N -0.77 4.46 -3.05
C -0.70 3.37 -3.81
C -1.07 2.13 -3.31
C -1.81 2.00 -2.15
C -2.03 3.17 -1.44
C -1.48 4.34 -1.92
H -0.24 3.56 -4.77
H -0.94 1.21 -3.88
H -2.29 1.06 -1.92
H -2.69 3.17 -0.57
H -1.56 5.21 -1.27
N -3.61 -3.74 -0.05
C -2.45 -3.86 0.60
C -2.32 -4.23 1.92
C -3.43 -4.86 2.49
C -4.62 -4.90 1.76
C -4.71 -4.15 0.60
H -1.61 -3.50 0.02
H -1.35 -4.36 2.39
H -3.38 -5.33 3.45
H -5.43 -5.38 2.28
H -5.58 -3.97 -0.02
N 4.30 0.10 1.55
C 3.44 1.14 1.56
C 3.62 2.25 2.36
C 4.70 2.25 3.25
C 5.63 1.23 3.19
C 5.40 0.18 2.30
H 2.54 1.04 0.96
H 2.86 3.02 2.38
H 4.67 3.02 4.01
H 6.42 1.24 3.92
H 6.08 -0.66 2.41
N 4.12 -1.74 -2.98
C 3.14 -1.01 -3.50
C 3.07 -0.65 -4.86
C 4.10 -1.08 -5.68
C 5.06 -1.93 -5.16
C 5.03 -2.24 -3.82
H 2.27 -0.80 -2.89
H 2.44 0.19 -5.13
H 4.10 -0.72 -6.70
H 5.85 -2.26 -5.81
H 5.88 -2.76 -3.40
N 0.53 -3.05 3.82
C 0.87 -1.95 3.15
C 1.09 -0.68 3.66
C 0.92 -0.53 5.02
C 0.60 -1.64 5.78
C 0.46 -2.88 5.15
H 1.03 -2.07 2.08
H 1.32 0.17 3.04
H 1.02 0.43 5.51
H 0.48 -1.59 6.85
H 0.27 -3.75 5.76
C 2.03 2.56 -1.52
C 3.38 1.96 -1.75
O 3.74 0.88 -1.31
C 4.36 2.75 -2.63
H 1.61 3.06 -2.40
H 1.98 3.12 -0.58
H 1.40 1.68 -1.37
H 4.16 3.81 -2.52
H 4.17 2.40 -3.64
H 5.35 2.60 -2.20
C -1.35 5.00 2.08
C -0.14 4.13 1.87
O 0.97 4.58 1.79
C -0.39 2.61 1.98
H -1.92 4.65 2.94
H -2.10 4.87 1.29
H -1.12 6.06 1.98
H 0.52 2.05 1.78
H -1.17 2.25 1.31
H -0.64 2.36 3.01
C -5.58 1.48 2.85
C -5.15 1.64 1.39
O -5.55 2.53 0.70
C -4.11 0.65 0.91
H -5.20 2.16 3.60
H -5.16 0.50 3.11
H -6.66 1.34 2.91
H -3.93 0.69 -0.16
H -4.46 -0.38 1.01
H -3.12 0.75 1.37
C -3.28 -2.23 -2.66
C -2.93 -3.37 -3.58
O -3.41 -3.47 -4.69
C -2.13 -4.53 -2.99
H -3.01 -1.36 -3.27
H -2.63 -2.23 -1.79
H -4.33 -2.19 -2.41
H -1.14 -4.19 -2.68
H -2.05 -5.29 -3.76
H -2.66 -4.85 -2.09
*
```


No. 2
A cluster of 3 separate species, C17H35BFN3O5PS in total. Source: the OMol25 dataset; level of theory: ωB97M-V/def2-TZVPD.

Geometry as ORCA input:
```
! RIJCOSX wB97M-V def2-TZVPD def2/J DEFGRID3
* xyz 1 1
C 3.26 1.97 -0.34
C 2.46 3.39 -0.21
C 0.83 3.28 -0.59
C -0.12 2.99 0.69
C 0.67 2.35 2.01
C -1.44 2.07 0.45
C -1.79 0.75 -0.43
B -0.73 -0.04 -1.40
O -1.24 -0.81 -2.59
O 0.73 -0.07 -1.20
C 1.28 -0.01 -2.60
N -3.22 0.32 -0.20
C -4.08 -0.79 -0.73
C -4.87 -0.19 -2.06
F -3.40 -2.08 -0.98
C -3.86 1.27 0.78
S -5.57 1.36 1.55
N -2.77 2.27 1.15
P -3.35 3.45 2.36
N -4.29 4.66 1.38
O -2.02 4.24 3.19
H 3.59 1.83 -1.47
H 2.70 1.04 0.11
H 4.28 2.05 0.26
H 2.63 3.95 0.82
H 2.91 4.11 -1.05
H 0.56 4.38 -0.99
H 0.71 2.58 -1.51
H -0.51 4.05 1.07
H -0.22 1.98 2.72
H 1.31 1.41 1.75
H 1.29 3.22 2.53
H -0.91 -1.76 -2.47
H 2.42 0.35 -2.60
H 1.31 -1.08 -3.10
H 0.71 0.79 -3.25
H -4.95 -1.03 0.05
H -5.99 0.07 -1.75
H -4.93 -0.97 -2.95
H -4.40 0.84 -2.40
H -5.35 1.06 2.92
H -4.85 4.04 0.73
H -3.65 5.20 0.75
H -2.36 5.04 3.72
C 4.00 -1.35 3.06
C 4.73 -1.54 1.76
O 5.58 -0.74 1.38
C 4.39 -2.76 0.94
H 4.35 -0.43 3.54
H 2.93 -1.26 2.87
H 4.19 -2.19 3.73
H 3.34 -2.73 0.66
H 4.60 -3.67 1.52
H 5.00 -2.77 0.03
C -0.47 -4.58 -0.90
C 0.90 -5.16 -1.10
O 1.89 -4.65 -0.58
C 1.02 -6.38 -1.96
H -0.41 -3.70 -0.26
H -0.89 -4.28 -1.87
H -1.12 -5.32 -0.42
H 0.67 -6.16 -2.97
H 0.44 -7.20 -1.53
H 2.07 -6.69 -2.02
*
```


Across the entries above, strongest force on any atom takes the values 4.71; 6.09 eV/Å, respectively.
Across the entries above, Kohn-Sham gap takes the values 4.8; 6.6 eV, respectively.